Computed, not measured: a cluster of 2 separate species, C23H29N4O4 in total, with ωB97M-V/def2-TZVPD.

Properties
Gap between HOMO and LUMO, eV: 6.15
Charge: +1
Electronic energy, Eh: -1413.3935
HOMO level, eV: -11.36
Maximum force, eV Å⁻¹: 3.9
Multiplicity: 1

```
60
Properties=species:S:1:pos:R:3:forces:R:3
C 2.872058 -3.445439 1.365720 0.27 -0.29 -0.39
N 1.830263 -2.445068 1.375453 -0.30 0.31 0.48
C 1.226343 -2.060327 2.538730 0.34 -0.90 1.18
O 1.432990 -2.548676 3.648060 -0.41 0.97 -1.74
C 0.242778 -0.943059 2.193622 -0.39 -0.58 0.65
C 0.557256 0.375543 2.904582 0.22 0.36 -0.10
C 0.429130 0.269996 4.407454 -0.03 0.08 0.16
C 1.525260 0.552525 5.228455 -0.25 -0.34 -0.03
C 1.437258 0.340479 6.605884 -0.24 0.06 -0.07
C 0.234437 -0.104309 7.169659 0.06 0.03 -0.31
C -0.879547 -0.331055 6.351460 0.12 0.12 -0.18
C -0.784948 -0.132042 4.970584 0.34 -0.05 0.31
N 0.367403 -0.852079 0.736541 -1.84 2.06 -1.45
C -0.440908 -0.021043 0.041523 0.89 -1.83 2.55
C -0.339469 0.270081 -1.306554 -0.76 1.03 -2.52
C -1.340271 0.864251 -2.090584 1.68 -2.94 0.26
C -1.093589 1.080806 -3.526732 0.23 0.28 -1.29
C -0.089179 0.369426 -4.230492 0.00 0.01 -0.35
C 0.080986 0.525928 -5.619691 -1.54 1.07 1.47
N 1.053162 -0.266370 -6.299215 2.58 -2.02 -2.10
O 1.150126 -0.137865 -7.541521 -0.37 -0.11 2.66
O 1.767728 -1.059824 -5.642487 -1.58 1.67 -0.94
C -0.714090 1.421816 -6.350099 0.26 -0.35 0.45
C -1.676903 2.161346 -5.665157 0.06 -0.01 0.29
C -1.866920 1.997772 -4.288476 0.19 -0.34 0.14
C 1.427585 -1.711139 0.180871 0.92 -0.53 -0.22
C 2.618363 -0.904888 -0.356805 0.01 0.22 0.19
C 0.910317 -2.676730 -0.892474 -0.29 -0.01 0.21
H 3.070575 -3.759170 2.393175 -0.14 0.14 -0.18
H 2.564541 -4.317062 0.774941 0.08 0.10 0.17
H 3.790528 -3.037656 0.927013 -0.12 -0.11 0.17
H -0.777441 -1.276466 2.463813 0.45 0.09 -0.18
H 1.581803 0.678189 2.633359 -0.30 0.01 0.07
H -0.134808 1.139256 2.514069 0.21 -0.11 0.07
H 2.451804 0.901503 4.765714 -0.21 -0.16 0.25
H 2.312156 0.517263 7.233833 -0.31 -0.02 -0.15
H 0.165211 -0.273558 8.245383 0.02 0.04 -0.34
H -1.823318 -0.671020 6.780262 0.30 0.12 -0.06
H -1.641948 -0.310244 4.315530 0.14 -0.01 0.32
H -1.221993 0.461328 0.635723 0.19 -0.20 -0.21
H 0.580980 -0.007043 -1.815549 -0.23 0.39 0.22
H -2.361525 0.829349 -1.725076 0.27 0.32 -0.05
H 0.557730 -0.354661 -3.735784 -0.25 0.16 -0.23
H -0.555678 1.507379 -7.421357 -0.10 0.04 0.22
H -2.287062 2.876451 -6.216939 0.15 -0.20 0.21
H -2.612796 2.600355 -3.770217 0.15 -0.21 -0.38
H 3.042793 -0.284860 0.445584 -0.08 -0.15 -0.26
H 3.385440 -1.602536 -0.718657 -0.23 0.28 0.08
H 2.319916 -0.257911 -1.185324 0.25 -0.13 0.12
H 0.153402 -3.341191 -0.454931 0.16 0.14 -0.19
H 0.467349 -2.128953 -1.729784 0.12 -0.23 0.08
H 1.746606 -3.281221 -1.267185 -0.27 0.19 0.09
C -3.899238 3.107966 -1.802121 0.08 -0.06 -0.37
N -2.611525 2.950796 -1.157863 -0.85 1.41 1.30
O -2.805617 2.002449 -0.098073 0.56 0.29 0.02
H -3.854409 3.981899 -2.457546 -0.06 -0.07 0.05
H -4.187549 2.224400 -2.389623 -0.20 0.04 0.09
H -4.659797 3.277658 -1.030580 0.27 0.03 -0.26
H -1.831490 2.684644 -1.748804 -0.28 0.09 0.36
H -2.862260 2.572609 0.688704 0.05 -0.21 -0.36
```
Forces are in eV/Å.

Computed Löwdin charges, given in elementary charges: 0.00 -0.03 -0.36 0.10 -0.15 -0.08 -0.24 -0.04 -0.06 -0.07 -0.06 -0.05 0.07 0.04 -0.03 0.02 -0.16 0.08 -0.13 -0.31 0.09 0.07 0.04 -0.02 0.01 -0.46 0.02 0.02 0.10 0.10 0.10 0.17 0.13 0.12 0.12 0.11 0.11 0.11 0.11 0.14 0.08 0.12 0.11 0.13 0.12 0.09 0.11 0.10 0.08 0.11 0.07 0.10 -0.11 -0.15 -0.11 0.09 0.08 0.10 0.06 0.12

Computed, not measured: an isolated molecule of C23H29N5O2, with ωB97M-V/def2-TZVPD.

Properties
Gap between HOMO and LUMO, eV: 8.09
Charge: 0
Electronic energy, Eh: -1318.0878
HOMO level, eV: -7.34
Maximum force, eV Å⁻¹: 0.8
Multiplicity: 1

```
59
Properties=species:S:1:pos:R:3:forces:R:3
C -6.790258 -1.039366 -1.000969 0.06 0.20 -0.11
C -6.252051 0.351655 -1.312510 -0.04 -0.15 0.27
H -7.046373 0.965773 -1.739484 0.03 0.08 -0.03
H -5.443491 0.284500 -2.041784 -0.03 0.10 -0.05
C -5.715157 1.055972 -0.061713 -0.21 0.36 -0.48
N -4.593180 0.321751 0.480789 0.47 -0.29 0.10
C -3.406301 0.059115 -0.142171 0.00 0.04 0.03
O -3.057494 0.384343 -1.257183 0.21 0.14 -0.55
N -2.684842 -0.670080 0.808649 -0.57 0.24 -0.04
C -3.496187 -0.780502 1.903205 -0.27 0.05 0.00
N -4.633936 -0.203694 1.728125 -0.22 -0.18 0.74
H -3.230624 -1.308810 2.795022 0.08 -0.12 0.17
C -1.374269 -1.158071 0.667646 0.53 -0.17 -0.10
C -0.873599 -1.481303 -0.587450 -0.19 0.04 0.13
C 0.416744 -1.943601 -0.727191 0.14 -0.11 0.07
C 1.260535 -2.110955 0.379711 -0.37 -0.01 0.08
C 0.724788 -1.809693 1.640070 0.13 -0.04 -0.02
C -0.559463 -1.330363 1.780693 -0.21 0.14 -0.23
H -0.925716 -1.086536 2.766637 -0.02 0.04 0.10
H 1.313668 -1.962147 2.530532 0.06 -0.03 0.05
N 2.546509 -2.581958 0.265858 0.26 -0.01 -0.09
C 3.104943 -3.045187 -0.980157 0.02 0.07 -0.10
H 3.763838 -3.889489 -0.744505 -0.07 0.02 -0.11
C 3.923535 -1.924558 -1.663819 0.08 -0.13 -0.10
N 4.498589 -1.026888 -0.679199 0.18 -0.19 -0.12
C 3.948319 0.251457 -0.473225 0.07 0.41 0.05
C 4.723048 1.195440 0.199433 -0.14 -0.19 -0.08
C 4.269316 2.480775 0.429033 -0.15 0.32 0.13
C 3.013314 2.867865 -0.022216 -0.08 -0.11 -0.07
C 2.235922 1.936793 -0.706610 0.07 0.33 0.12
C 2.692561 0.655262 -0.927825 0.10 -0.10 0.04
H 2.038489 -0.028184 -1.443809 -0.03 -0.08 -0.03
H 1.258824 2.234237 -1.052707 -0.14 0.04 -0.05
O 2.461133 4.106850 0.148633 -0.12 -0.27 -0.16
C 3.216753 5.087431 0.811998 0.11 0.13 0.10
H 3.445985 4.793332 1.842177 0.01 0.01 -0.04
H 4.150090 5.305579 0.281767 -0.02 -0.01 0.03
H 2.594717 5.981285 0.825013 0.09 -0.03 0.03
H 4.911100 3.170502 0.954934 0.03 0.09 0.04
H 5.711106 0.925837 0.541600 0.11 -0.03 -0.02
C 4.847361 -1.762232 0.517659 -0.14 -0.07 0.13
C 3.565324 -2.239066 1.239111 0.15 -0.06 0.19
H 3.791908 -3.100360 1.883735 0.03 0.12 0.09
H 3.201643 -1.419206 1.861132 0.02 -0.07 -0.02
H 5.426433 -1.134983 1.193941 0.03 -0.12 -0.01
H 5.472366 -2.609356 0.222335 0.02 0.04 0.08
H 3.316840 -1.356140 -2.366112 0.02 -0.03 0.00
H 4.750530 -2.376790 -2.227770 -0.16 -0.02 -0.06
H 2.321675 -3.421132 -1.634935 0.07 -0.07 0.02
H 0.762370 -2.164823 -1.724554 0.07 0.00 -0.08
H -1.492049 -1.341930 -1.458849 -0.05 0.01 -0.05
C -5.292940 2.492280 -0.364159 -0.05 -0.17 0.11
H -6.138535 3.058740 -0.744058 -0.09 0.07 -0.04
H -4.503262 2.489707 -1.111141 0.05 0.04 -0.07
H -4.923037 2.976223 0.536979 0.03 0.07 0.06
H -6.472664 1.040939 0.729665 0.14 -0.04 -0.10
H -7.164438 -1.511599 -1.905957 -0.05 -0.11 -0.04
H -6.008309 -1.671208 -0.585560 0.04 -0.11 0.05
H -7.602089 -0.983405 -0.278451 -0.09 -0.06 0.08
```
Forces are in eV/Å.

Computed Löwdin charges, given in elementary charges: -0.09 -0.21 0.11 0.11 -0.33 -0.05 -0.44 0.06 0.08 -0.12 0.12 0.12 -0.20 0.00 -0.03 -0.23 -0.02 -0.01 0.11 0.10 -0.09 -0.13 0.12 -0.13 -0.11 -0.24 -0.02 -0.02 -0.28 0.01 -0.01 0.09 0.12 -0.09 -0.10 0.09 0.09 0.09 0.10 0.11 -0.14 -0.13 0.12 0.11 0.11 0.12 0.11 0.12 0.11 0.10 0.11 -0.04 0.08 0.08 0.08 0.15 0.07 0.07 0.07

Computed, not measured: an isolated molecule of C23H29N5O5, with ωB97M-V/def2-TZVPD.

Properties
Gap between HOMO and LUMO, eV: 8.64
Charge: 0
Electronic energy, Eh: -1543.8012
HOMO level, eV: -8.10
Maximum force, eV Å⁻¹: 1.3
Multiplicity: 1

```
62
Properties=species:S:1:pos:R:3:forces:R:3
C -4.437091 -2.505799 2.167718 0.00 -0.02 -0.02
O -4.498454 -2.252684 0.784600 0.07 -0.12 -0.07
C -5.040982 -1.003908 0.432655 0.02 0.39 -0.06
C -4.156789 0.195318 0.821098 -0.27 -0.28 -0.17
N -2.806718 0.017360 0.346498 -0.16 -0.19 0.44
C -2.422000 0.414238 -0.869837 0.49 -0.17 -0.06
O -3.106169 1.063639 -1.636652 -0.24 0.18 -0.31
C -0.975551 0.022948 -1.235743 0.14 -0.34 -0.09
C -0.738980 -1.455245 -1.181438 -0.82 -0.34 -0.05
C -1.523009 -2.531722 -0.898583 0.25 0.62 -0.29
C -0.697287 -3.671504 -1.074430 0.58 0.13 -0.16
C 0.527894 -3.213767 -1.452767 -0.30 -0.81 0.20
O 0.509048 -1.863856 -1.524703 0.20 0.28 -0.07
C 1.787845 -3.920415 -1.803850 -0.09 0.38 -0.08
H 1.722096 -4.960142 -1.497982 0.00 -0.07 0.02
H 2.635448 -3.448860 -1.309493 0.07 -0.05 0.01
H 1.960027 -3.880483 -2.879719 0.06 -0.05 -0.06
H -0.984688 -4.693115 -0.933415 0.02 -0.26 0.01
H -2.550490 -2.533444 -0.597517 -0.24 0.11 0.12
N 0.025246 0.733646 -0.426987 -0.19 -0.09 -0.26
C 0.270336 0.312725 0.824785 0.37 0.17 0.32
O -0.335966 -0.606492 1.356122 0.04 -0.10 0.35
C 1.420115 0.984212 1.584882 -0.38 0.06 0.20
N 2.675851 0.661900 0.976323 0.49 -0.61 -0.06
C 3.262717 -0.560076 0.862717 0.79 0.18 -0.49
C 2.922624 -1.837325 1.292239 -0.13 -0.16 0.11
C 3.811165 -2.839088 0.977566 -0.10 0.06 0.14
C 4.993486 -2.589580 0.260981 0.20 -0.07 -0.10
C 5.332234 -1.330978 -0.173583 -0.06 0.09 0.01
C 4.448145 -0.295825 0.133138 -0.97 -0.59 0.65
N 4.471646 1.038991 -0.139332 0.61 0.25 -0.39
N 3.433910 1.576192 0.354951 -0.30 0.88 0.19
H 6.236349 -1.136036 -0.726651 0.12 0.00 -0.07
H 5.649109 -3.420578 0.045922 0.06 -0.05 -0.02
H 3.596734 -3.851250 1.287217 -0.04 -0.08 0.03
H 2.005643 -2.027457 1.827019 -0.12 -0.06 0.06
H 1.396600 0.591498 2.606538 -0.04 0.07 -0.20
H 1.294137 2.066662 1.606969 0.09 -0.11 -0.02
C 0.565298 1.948592 -1.004601 -0.19 0.70 0.14
H 0.609216 1.817737 -2.088354 0.06 -0.03 0.07
H 1.580256 2.134264 -0.648526 -0.16 0.02 -0.15
C -0.309718 3.176288 -0.690899 0.02 -0.28 -0.55
C 0.114809 4.395366 -1.530465 -0.07 -0.06 0.22
H 1.115837 4.235853 -1.933881 0.04 0.00 -0.08
C 0.136063 5.532313 -0.510197 0.01 -0.19 0.15
H -0.857606 5.967022 -0.401346 0.00 0.05 0.02
H 0.846996 6.315630 -0.759383 0.01 0.08 -0.01
C 0.515269 4.776888 0.759552 0.16 0.34 0.00
H 1.600703 4.599166 0.791060 -0.05 0.03 0.03
H 0.204811 5.271270 1.680775 0.07 -0.01 -0.03
O -0.183307 3.547459 0.678112 -0.14 -0.18 0.14
H -0.572216 4.576369 -2.352861 0.03 -0.03 -0.08
H -1.362191 2.917790 -0.856830 0.12 0.05 -0.03
H -0.826003 0.355216 -2.270691 -0.11 0.01 0.25
H -2.160383 -0.548995 0.887690 0.02 0.13 -0.14
H -4.133044 0.328885 1.904353 -0.02 0.06 -0.06
H -4.570161 1.091674 0.352900 -0.01 -0.05 0.14
H -5.136429 -1.034999 -0.655221 -0.06 0.09 0.08
H -6.038068 -0.874728 0.880145 0.04 -0.02 -0.06
H -5.408189 -2.327611 2.644785 0.02 0.00 0.02
H -4.170477 -3.555863 2.272153 0.00 0.03 0.11
H -3.675679 -1.895286 2.664471 -0.01 0.00 0.04
```
Forces are in eV/Å.

Computed Löwdin charges, given in elementary charges: -0.10 -0.21 -0.20 -0.14 0.10 -0.45 0.07 -0.09 -0.23 0.00 -0.01 -0.32 0.09 0.00 0.09 0.06 0.09 0.11 0.10 0.03 -0.40 0.06 -0.01 -0.07 -0.15 0.00 -0.10 -0.09 -0.01 -0.22 0.07 0.04 0.11 0.10 0.11 0.11 0.14 0.12 -0.07 0.14 0.10 -0.28 -0.12 0.12 -0.15 0.12 0.11 -0.20 0.12 0.12 -0.12 0.12 0.15 0.16 0.11 0.12 0.13 0.13 0.12 0.09 0.09 0.08

Computed, not measured: an isolated molecule of C23H29N5O5S3, with ωB97M-V/def2-TZVPD.

Properties
Gap between HOMO and LUMO, eV: 9.17
Charge: 0
Electronic energy, Eh: -2738.3701
HOMO level, eV: -9.16
Maximum force, eV Å⁻¹: 1.6
Multiplicity: 1

```
65
Properties=species:S:1:pos:R:3:forces:R:3
C -3.708366 -3.914931 0.931278 -0.23 0.01 -0.05
C -4.793970 -3.049257 0.305876 0.23 0.15 0.09
H -4.869319 -3.269123 -0.761374 -0.11 0.00 -0.02
H -5.758552 -3.284568 0.760781 -0.06 0.03 -0.09
C -4.540208 -1.551922 0.510226 -0.55 -0.27 0.37
N -3.293191 -1.058865 -0.041791 0.98 -0.02 0.68
S -1.957140 -1.079548 0.956752 -0.19 0.80 0.12
O -2.325299 -1.525861 2.266052 -0.17 0.00 -0.03
O -0.860885 -1.741377 0.285036 -0.30 -0.02 -0.05
C -1.466841 0.642586 1.117534 -0.14 -0.38 -0.15
C -0.160598 0.862561 1.516789 0.10 -0.08 0.08
C 0.321106 2.156232 1.566266 -0.28 -0.03 0.13
C -0.497725 3.222371 1.198506 -0.26 -0.21 0.37
C -1.837996 2.994700 0.910758 0.20 0.08 0.13
C -2.325850 1.696856 0.876565 -0.15 -0.05 -0.06
H -3.357737 1.496853 0.636627 -0.12 0.04 -0.10
H -2.483478 3.830115 0.684927 -0.08 0.07 -0.04
C 0.118898 4.583440 1.056797 -0.01 -0.11 -0.01
O -0.218456 5.573073 1.658648 -0.19 0.14 0.15
N 1.171391 4.587130 0.174936 0.41 0.40 -0.07
C 1.490458 3.488158 -0.639113 0.11 -0.39 -0.50
C 0.495995 2.950447 -1.457641 0.30 0.07 -0.09
C 0.695662 1.733432 -2.075039 -0.11 0.02 -0.05
C 1.890797 1.065772 -1.889385 -0.03 -0.54 -0.26
C 2.935104 1.653324 -1.199351 0.22 0.03 -0.06
C 2.741342 2.877041 -0.581624 -0.23 0.10 -0.07
H 3.535646 3.328529 -0.006705 0.06 0.02 0.12
H 3.883245 1.143999 -1.133389 0.12 -0.01 0.07
S 1.956161 -0.659959 -2.354225 -0.27 0.24 0.30
O 3.278643 -1.015139 -2.764437 0.06 0.14 0.19
O 0.848234 -0.973009 -3.197349 -0.25 0.07 0.25
N 1.672855 -1.386529 -0.866815 -0.40 -0.11 -1.18
C 2.623623 -1.288596 0.098333 1.54 -0.01 0.23
N 2.399891 -1.013488 1.340662 -1.39 -0.05 -0.81
N 3.500132 -0.992991 2.087558 0.82 0.06 1.15
C 4.581918 -1.242868 1.447828 0.11 -0.13 -0.88
C 5.931458 -1.283324 2.061960 0.21 -0.13 0.00
H 6.583451 -0.577207 1.542714 0.02 0.06 0.10
C 6.533589 -2.685622 1.975515 0.02 0.18 0.07
H 6.624881 -2.992650 0.936417 0.06 -0.12 -0.07
H 5.899928 -3.399739 2.494974 -0.04 -0.10 0.02
H 7.519566 -2.697721 2.432515 0.10 -0.07 0.00
H 5.835113 -0.975451 3.103803 -0.03 0.09 -0.08
S 4.315951 -1.552232 -0.271273 -0.11 0.05 1.11
H 0.711064 -1.481545 -0.526921 -0.11 0.18 -0.22
H -0.057334 1.277047 -2.693786 -0.21 -0.01 -0.03
H -0.440962 3.473639 -1.566014 -0.08 0.05 -0.02
H 1.774956 5.398440 0.184938 -0.14 -0.03 0.05
H 1.340828 2.331637 1.872205 0.14 0.00 -0.05
H 0.481292 0.024658 1.747029 0.15 0.01 0.04
C -3.004809 -1.346076 -1.438067 0.56 0.06 -0.58
H -3.950335 -1.532883 -1.949795 -0.02 -0.03 0.10
C -2.282947 -0.172622 -2.096721 -0.29 -0.12 -0.17
C -3.238628 0.948436 -2.487822 0.24 -0.18 0.10
H -3.924523 0.607914 -3.260389 -0.09 0.01 -0.09
H -2.690446 1.804791 -2.873443 -0.01 0.16 -0.05
H -3.822292 1.271230 -1.630036 -0.12 0.10 0.09
H -1.535609 0.195971 -1.392841 0.09 0.01 -0.20
H -1.754550 -0.538573 -2.978678 0.08 0.02 0.05
H -2.377723 -2.240366 -1.513433 -0.22 -0.02 -0.10
H -5.356645 -0.973450 0.062111 0.11 0.02 0.08
H -4.496820 -1.335746 1.578222 -0.29 0.00 -0.05
H -2.736550 -3.693109 0.495616 0.12 -0.12 -0.03
H -3.639927 -3.725583 1.999005 0.05 -0.06 0.09
H -3.927477 -4.968444 0.771682 0.06 -0.08 -0.01
```
Forces are in eV/Å.

Computed Löwdin charges, given in elementary charges: -0.10 -0.23 0.10 0.11 -0.22 -0.23 0.70 -0.26 -0.30 -0.25 -0.03 0.00 -0.15 0.00 -0.04 0.11 0.13 -0.43 0.10 0.14 -0.26 0.00 -0.04 -0.26 -0.05 0.00 0.12 0.10 0.65 -0.32 -0.27 -0.06 -0.66 0.01 0.01 -0.59 -0.25 0.11 -0.10 0.06 0.08 0.07 0.11 1.12 0.08 0.10 0.13 0.16 0.13 0.09 -0.20 0.13 -0.24 -0.08 0.08 0.07 0.06 0.07 0.11 0.12 0.13 0.11 0.06 0.07 0.08

| no. | LUMO level (eV) |
| --- | --- |
| 1 | -5.21 |
| 2 | 0.75 |
| 3 | 0.54 |
| 4 | 0.01 |